# 1
Formula: C5H8O
Source: the Open Molecules 2025 dataset
Level of theory: wB97M-V/def2-TZVPD

Each line ends with the natural charge from an NBO analysis.
Atoms and positions in Å:
O1 -0.682 0.232 2.355  -0.5278
C1 -0.351 0.125 1.205  0.6090
C2 0.620 1.016 0.486  -0.5337
C3 0.746 0.399 -0.909  -0.4072
C4 -0.451 -0.525 -0.943  -0.3523
C5 -0.575 -1.135 0.403  -0.5277
H1 0.224 2.019 0.477  0.2386
H2 1.536 1.064 1.061  0.2457
H3 0.731 1.137 -1.715  0.2172
H4 1.676 -0.167 -0.992  0.1999
H5 -0.635 -1.139 -1.806  0.2237
H6 -1.355 0.346 -0.788  0.1626
H7 -1.528 -1.581 0.655  0.2345
H8 0.205 -1.839 0.657  0.2174

Values from the calculation:
**Kohn-Sham gap**: 10.33 eV
**Charge**: 0
**LUMO energy**: 0.03590 Eh
**ΔE to the lowest compared entry with this formula, charge and spin**: 81.8 kJ/mol

---

# 2
Formula: C5H8O
Source: the Open Molecules 2025 dataset
Level of theory: wB97M-V/def2-TZVPD

Each line ends with the natural charge from an NBO analysis.
Atoms and positions in Å:
C1 -1.517 -0.353 0.835  -0.7824
C2 -0.708 1.054 -0.199  0.6187
O1 -0.699 2.159 0.196  -0.5144
C3 0.409 0.075 -0.859  -0.4255
C4 1.762 0.398 -1.018  -0.3943
C5 0.424 -0.703 0.403  -0.2627
H1 -2.107 -0.904 0.096  0.2186
H2 -1.304 -1.042 1.668  0.2229
H3 -2.153 0.413 1.301  0.2398
H4 -0.062 -0.469 -1.680  0.2432
H5 2.269 0.976 -0.251  0.1958
H6 2.299 0.240 -1.948  0.2033
H7 0.527 -1.787 0.362  0.2217
H8 0.920 -0.232 1.248  0.2154

Values from the calculation:
**Kohn-Sham gap**: 7.89 eV
**Charge**: 0
**LUMO energy**: 0.00742 Eh
**ΔE to the lowest compared entry with this formula, charge and spin**: 566.1 kJ/mol

---

# 3
Formula: C5H8O
Source: the Open Molecules 2025 dataset
Level of theory: wB97M-V/def2-TZVPD

Each line ends with the natural charge from an NBO analysis.
Atoms and positions in Å:
O1 -1.379 1.472 -0.737  -0.6767
C1 -0.451 0.553 -0.287  0.2440
C2 1.049 0.750 -0.256  -0.4148
C3 1.093 -0.325 0.874  -0.3881
C4 -0.431 -0.396 0.874  -0.2436
C5 -0.850 -0.882 -0.485  -0.4739
H1 -1.737 0.875 -1.395  0.4789
H2 1.345 1.738 0.112  0.2176
H3 1.574 0.549 -1.197  0.1990
H4 1.518 0.040 1.807  0.2128
H5 1.572 -1.268 0.593  0.1991
H6 -1.101 -0.479 1.720  0.2237
H7 -1.929 -1.050 -0.562  0.2169
H8 -0.253 -1.585 -1.061  0.2051

Values from the calculation:
**Kohn-Sham gap**: 10.51 eV
**Charge**: 0
**LUMO energy**: 0.03998 Eh
**ΔE to the lowest compared entry with this formula, charge and spin**: 215.6 kJ/mol

---

# 4
Formula: C5H8O
Source: the Open Molecules 2025 dataset
Level of theory: wB97M-V/def2-TZVPD

Each line ends with the natural charge from an NBO analysis.
Atoms and positions in Å:
C1 2.017 -0.389 0.146  -0.6022
C2 0.675 0.120 -0.352  -0.1063
O1 -0.226 -0.982 -0.493  -0.5300
C3 -1.531 -0.452 -0.386  -0.0833
C4 -1.343 0.778 0.512  -0.6095
C5 0.051 1.255 0.359  0.1646
H1 2.416 -1.136 -0.545  0.2198
H2 2.725 0.435 0.246  0.2264
H3 1.884 -0.864 1.123  0.2151
H4 0.809 0.627 -1.341  0.2280
H5 -1.923 -0.158 -1.373  0.1628
H6 -2.186 -1.221 0.033  0.1948
H7 -2.128 1.539 0.503  0.2457
H8 -1.240 0.447 1.569  0.2739

Values from the calculation:
**Kohn-Sham gap**: 9.15 eV
**Charge**: 0
**LUMO energy**: 0.00726 Eh
**ΔE to the lowest compared entry with this formula, charge and spin**: 356.7 kJ/mol

---

# 5
Formula: C5H8O
Source: the Open Molecules 2025 dataset
Level of theory: wB97M-V/def2-TZVPD

Each line ends with the natural charge from an NBO analysis.
Atoms and positions in Å:
C1 2.774 0.094 -0.102  -0.2454
C2 1.697 0.581 0.133  -0.0171
C3 0.307 0.946 0.399  -0.5142
C4 -0.637 -0.315 0.442  0.1198
C5 -1.756 -0.200 -0.586  -0.6278
O1 0.055 -1.520 0.258  -0.7219
H1 3.667 -0.468 -0.265  0.2436
H2 -0.058 1.619 -0.381  0.2372
H3 0.223 1.483 1.346  0.2432
H4 -1.082 -0.363 1.444  0.1657
H5 -1.335 -0.065 -1.587  0.2041
H6 -2.344 -1.122 -0.582  0.2236
H7 -2.433 0.640 -0.391  0.2052
H8 0.922 -1.309 -0.127  0.4841

Values from the calculation:
**Kohn-Sham gap**: 10.97 eV
**Charge**: 0
**LUMO energy**: 0.03709 Eh
**ΔE to the lowest compared entry with this formula, charge and spin**: 213.4 kJ/mol

---

# 6
Formula: C5H8O
Source: the Open Molecules 2025 dataset
Level of theory: wB97M-V/def2-TZVPD

Each line ends with the natural charge from an NBO analysis.
Atoms and positions in Å:
C1 -0.336 1.288 -0.091  -0.4309
C2 -1.132 -0.021 0.071  0.0819
C3 -0.258 -1.112 -0.571  -0.4244
C4 1.103 -0.541 -0.116  -0.4298
C5 0.547 0.498 0.882  0.0775
O1 -0.662 -0.083 1.447  -0.5221
H1 0.108 1.506 -1.067  0.1924
H2 -0.833 2.145 0.361  0.2208
H3 -2.214 -0.075 -0.071  0.1961
H4 -0.480 -2.079 -0.109  0.2184
H5 -0.354 -1.201 -1.655  0.2065
H6 1.834 -1.262 0.253  0.2163
H7 1.532 0.041 -0.937  0.1989
H8 1.230 0.935 1.615  0.1983

Values from the calculation:
**Kohn-Sham gap**: 10.78 eV
**Charge**: 0
**LUMO energy**: 0.04109 Eh
**ΔE to the lowest compared entry with this formula, charge and spin**: 160.9 kJ/mol

---

# 7
Formula: C5H8O
Source: the Open Molecules 2025 dataset
Level of theory: wB97M-V/def2-TZVPD

Each line ends with the natural charge from an NBO analysis.
Atoms and positions in Å:
C1 -0.655 0.656 1.298  -0.6080
C2 -0.199 0.024 -0.009  -0.1718
C3 -1.036 -1.131 -0.432  0.4405
O1 -1.533 -1.870 0.386  -0.5491
C4 0.711 0.840 -0.886  -0.4031
C5 1.197 -0.486 -0.430  -0.3752
H1 -0.982 1.683 1.104  0.2106
H2 -1.518 0.110 1.683  0.2419
H3 0.100 0.695 2.083  0.2151
H4 -1.065 -1.385 -1.510  0.1141
H5 0.536 1.046 -1.937  0.2194
H6 1.137 1.678 -0.338  0.2231
H7 1.990 -0.639 0.290  0.2270
H8 1.166 -1.251 -1.209  0.2156

Values from the calculation:
**Kohn-Sham gap**: 10.61 eV
**Charge**: 0
**LUMO energy**: 0.03544 Eh
**ΔE to the lowest compared entry with this formula, charge and spin**: 156.0 kJ/mol

---

# 8
Formula: C5H8O
Source: the Open Molecules 2025 dataset
Level of theory: wB97M-V/def2-TZVPD

Each line ends with the natural charge from an NBO analysis.
Atoms and positions in Å:
C1 -1.623 -0.108 2.350  -0.6782
C2 -0.945 0.167 1.145  -0.0071
C3 -0.046 0.065 0.313  -0.1370
C4 -0.046 0.039 -1.158  -0.4840
C5 1.333 0.226 -1.757  -0.0526
O1 2.240 -0.694 -1.196  -0.7145
H1 -0.553 0.384 2.556  0.3416
H2 -2.239 0.590 2.899  0.2401
H3 -1.957 -1.164 2.462  0.2438
H4 -0.446 -0.943 -1.433  0.2241
H5 -0.759 0.795 -1.510  0.2230
H6 1.298 0.039 -2.833  0.1771
H7 1.665 1.264 -1.599  0.1528
H8 2.077 -0.660 -0.240  0.4709

Values from the calculation:
**Kohn-Sham gap**: 9.59 eV
**Charge**: 0
**LUMO energy**: 0.02180 Eh
**ΔE to the lowest compared entry with this formula, charge and spin**: 415.6 kJ/mol